{
  "formula": "C3H2N2OS",
  "method": "wB97M-V/def2-TZVPD",
  "charge": 0,
  "mol_weight_da": 114.1,
  "relative_energy_ev": 2.0663,
  "homo_energy_ev": -9.9,
  "smiles": "N#CC(=O)/C=N\\S",
  "elements": ["S", "O", "N", "N", "C", "C", "C", "H", "H"],
  "coordinates": [[-1.950687, 0.574259, -0.251579], [2.422953, -0.527987, -0.341415], [-1.079552, -0.867137, 0.216171], [0.911726, 2.532750, 0.211790], [1.301501, -0.041058, -0.206942], [0.931813, 1.394832, -0.098096], [0.210562, -1.049361, 0.133892], [0.472574, -2.034374, 0.598154], [-3.220894, 0.018077, -0.261978]],
  "atomic_forces_ev_per_a": [[0.20, -1.17, 0.14], [-1.72, 2.20, -0.14], [0.70, 0.60, -0.80], [-0.28, -3.37, -1.07], [0.74, -2.98, 0.65], [1.27, 2.99, 0.81], [-2.58, 0.68, 1.09], [0.52, 0.97, -0.90], [1.15, 0.08, 0.21]],
  "mulliken_charge": [-0.1249, -0.4524, -0.3534, -0.3206, 0.6765, -0.0040, 0.0371, 0.3514, 0.1903]
}

---

{
  "formula": "CH14O6",
  "method": "wB97M-V/def2-TZVPD",
  "charge": -1,
  "s2": 0.750,
  "mol_weight_da": 122.1,
  "spin_multiplicity": 2,
  "relative_energy_ev": 0.0000,
  "homo_energy_ev": [0.2, -7.3],
  "elements": ["O", "O", "O", "O", "O", "O", "C", "H", "H", "H", "H", "H", "H", "H", "H", "H", "H", "H", "H", "H", "H"],
  "coordinates": [[0.515477, 0.464350, -1.524426], [0.148855, 0.112498, 1.425421], [0.173707, -0.513702, 4.186289], [-1.191311, -0.598873, -3.443612], [-2.063501, -1.311289, -0.226347], [1.368289, 3.529096, 2.630640], [1.304610, -0.724528, -1.482624], [1.462595, 2.638298, 2.988852], [-0.660105, 0.110719, 0.904650], [-1.289679, -1.646327, -0.693318], [2.340270, -0.547634, -1.771421], [-2.814717, -1.584382, -0.763993], [-1.707654, -1.276596, -3.936711], [0.116505, -0.259793, 3.248215], [-0.297424, 0.237608, -2.000760], [1.208009, -1.205409, -0.507435], [-0.511583, -0.077406, 4.690941], [1.493751, 3.387281, 1.684471], [0.827152, 0.463075, 0.841659], [-1.297307, 0.194160, -4.008542], [0.874060, -1.391146, -2.241951]],
  "atomic_forces_ev_per_a": [[0.67, 0.20, 0.54], [0.18, 0.08, 0.54], [0.49, -0.29, 0.17], [0.00, 0.09, -0.13], [0.12, 0.03, 0.47], [0.19, -0.23, -0.16], [-1.15, -0.16, -0.89], [-0.13, 0.05, 0.11], [-0.20, -0.11, -0.29], [-0.09, -0.02, -0.23], [0.06, 0.24, 0.27], [0.05, 0.11, -0.24], [0.02, -0.02, 0.20], [-0.26, 0.10, 0.09], [-0.09, -0.07, -0.19], [0.35, -0.06, 0.07], [-0.19, 0.19, -0.29], [-0.11, 0.14, 0.05], [-0.18, 0.03, -0.26], [-0.04, -0.08, -0.02], [0.32, -0.23, 0.19]],
  "mulliken_charge": [-0.7895, -0.7612, -0.6445, 0.1123, -1.0061, -0.6735, -1.4448, 0.3329, 0.3534, 0.2591, 0.1776, 0.4508, 0.1562, 0.4356, 0.3054, 0.2939, 0.2979, 0.3283, 0.3080, -0.0771, 0.5853]
}

---

{
  "formula": "C4H6N2O",
  "method": "wB97M-V/def2-TZVPD",
  "charge": 0,
  "mol_weight_da": 98.1,
  "relative_energy_ev": 0.2786,
  "homo_energy_ev": -8.2,
  "smiles": "Cc1c[nH]c(O)n1",
  "elements": ["O", "N", "N", "C", "C", "C", "C", "H", "H", "H", "H", "H", "H"],
  "coordinates": [[-2.727383, 0.794861, -0.285991], [-0.387938, 0.988185, -0.125749], [-1.299542, -1.032847, 0.008945], [-1.489794, 0.297090, -0.129242], [2.041848, 0.472845, 0.127927], [0.085415, -1.208082, 0.105832], [0.615021, 0.043481, 0.025031], [2.230732, 1.307185, -0.552996], [-2.041753, -1.702298, 0.139732], [2.263067, 0.818860, 1.144549], [0.568819, -2.173917, 0.120276], [2.732243, -0.341991, -0.109792], [-2.590729, 1.736631, -0.468528]],
  "atomic_forces_ev_per_a": [[0.07, 0.15, 0.00], [-0.18, -0.16, 0.02], [-0.07, 0.16, -0.04], [0.13, -0.08, 0.01], [0.06, 0.01, -0.01], [0.11, 0.11, -0.09], [0.16, -0.14, 0.04], [0.00, -0.13, 0.07], [0.24, 0.01, -0.13], [-0.02, -0.03, -0.16], [-0.22, 0.11, 0.18], [-0.13, 0.09, 0.04], [-0.16, -0.10, 0.08]],
  "mulliken_charge": [-0.5016, -0.6390, -0.0209, 0.3604, -1.0314, -0.5971, 0.6591, 0.3014, 0.2018, 0.2284, 0.3710, 0.3006, 0.3671]
}

---

{
  "formula": "C5H10NO2",
  "method": "wB97M-V/def2-TZVPD",
  "charge": -1,
  "mol_weight_da": 116.1,
  "relative_energy_ev": 3.5214,
  "homo_energy_ev": -2.3,
  "smiles": "CCC(=O)NCC[O-]",
  "elements": ["O", "O", "N", "C", "C", "C", "C", "C", "H", "H", "H", "H", "H", "H", "H", "H", "H", "H"],
  "coordinates": [[0.900062, 0.589380, 2.243502], [-3.118712, -0.584806, -1.114208], [-0.904295, 0.906319, 0.969653], [1.035534, -0.523561, 0.128014], [0.393423, 0.310043, 1.187726], [2.481309, -0.677593, 0.237332], [-1.808037, -0.351194, -1.112127], [-1.468118, 1.115037, -0.375789], [0.564660, -1.543951, 0.281288], [-2.569159, 1.646994, -0.329877], [2.949510, -1.570267, -0.200860], [-1.527358, -0.367599, -2.141876], [-0.981713, 1.748572, -1.081061], [3.025135, 0.107446, -0.272268], [-1.299619, 1.440833, 1.623103], [0.646390, -0.261578, -0.813261], [2.838898, -0.865985, 1.257969], [-1.157909, -1.118089, -0.487259]],
  "atomic_forces_ev_per_a": [[1.39, -0.55, 1.39], [-0.41, -0.33, 0.48], [3.36, -3.20, -5.16], [-1.93, -2.42, 1.08], [-3.32, 2.91, 0.01], [2.72, -0.79, 0.19], [-1.15, 0.41, 2.44], [-3.64, -1.58, -0.34], [0.40, 1.00, -0.07], [2.61, -1.62, 0.38], [-0.91, -0.18, -0.63], [1.65, 0.34, -1.29], [1.47, 0.75, -0.18], [0.25, 0.61, 0.43], [-1.04, 2.23, 3.49], [-0.10, 0.53, -1.33], [-0.30, 0.98, 0.09], [-1.06, 0.90, -0.98]],
  "mulliken_charge": [-0.6667, -0.9139, -0.1125, -0.3073, 0.5186, -1.4217, -0.1436, -0.5392, 0.2959, 0.2687, 0.3827, 0.2050, 0.1943, 0.3301, 0.2104, 0.4364, 0.3052, -0.0424]
}

---

Q: Number 4 is which compound?
A: C5H10NO2